(1)
Here is C27H44F6GdOP2 as an isolated structure from the Open Molecules 2025 dataset. Energies are from ωB97M-V/def2-TZVPD.

As for the gap between HOMO and LUMO (spin up / spin down): 6.13 / 5.63 eV. Its charge is +1. As for the spin multiplicity: 8. The calculation puts the HOMO energy (spin up / spin down) at -9.41 / -9.21 eV.

Structure (XYZ):
```
81
Properties=species:S:1:pos:R:3:forces:R:3
Gd 1.336356 -0.874534 0.845221 -0.642 -0.769 0.811
C -0.940407 -1.131714 2.530315 0.909 -0.711 0.143
C -0.691207 -2.299033 1.731011 0.525 0.222 1.089
C 0.990857 -2.112010 3.322645 -1.229 -0.004 -0.281
C 0.062953 -1.065180 3.531805 -0.224 -0.719 -0.890
C 0.492703 -2.918135 2.245745 -0.394 0.657 0.183
C -2.183429 -0.322946 2.575426 -0.652 0.441 -0.075
H -2.714126 -0.286169 1.612552 0.139 -0.120 0.364
H -1.973485 0.723280 2.844278 -0.102 -0.268 0.020
H -2.891485 -0.736509 3.324127 0.292 0.248 -0.309
C -0.026837 -0.190139 4.720736 0.065 0.648 0.294
H -1.037314 -0.251720 5.154247 0.301 -0.040 -0.009
H 0.127398 0.860954 4.454896 -0.077 -0.225 0.202
H 0.702431 -0.462994 5.495276 -0.208 0.065 -0.196
C 2.136180 -2.396461 4.229011 0.449 -0.234 -0.151
H 1.820650 -2.526065 5.268589 -0.040 -0.067 -0.112
H 2.848339 -1.566889 4.220676 0.124 -0.078 0.042
H 2.660996 -3.307376 3.913130 -0.002 0.230 0.192
C 1.005497 -4.254490 1.859646 0.440 -0.291 -0.375
H 1.488949 -4.727253 2.711399 -0.008 -0.156 0.021
H 1.756291 -4.240809 1.054665 -0.015 -0.039 -0.019
H 0.201604 -4.904964 1.515127 -0.007 -0.049 0.041
C -1.652331 -2.893693 0.773180 -0.132 -0.300 -0.627
H -1.668363 -3.991141 0.844904 -0.159 0.292 0.070
H -1.376066 -2.674309 -0.268840 -0.253 -0.272 0.068
H -2.662797 -2.498000 0.940033 0.179 -0.236 -0.069
C -2.682875 2.404227 -0.361745 -1.131 0.077 -0.106
C -3.570164 1.417730 -0.137382 0.150 0.757 0.195
C -3.537193 0.120689 -0.891871 0.030 -0.291 -0.065
C -3.278784 0.309539 -2.420715 -0.670 -0.292 -0.194
C -1.849227 -0.015283 -2.912876 0.304 -0.102 1.769
C -0.905822 -0.307359 -1.751607 0.841 -1.091 -0.481
C -0.722424 0.823461 -0.752482 -0.655 -0.072 0.248
C -1.427620 2.152753 -1.138432 0.659 0.451 -0.063
H -4.484839 -0.430007 -0.763910 0.262 0.444 -0.055
H -3.633597 1.287678 -2.749381 0.043 0.049 0.167
H -2.785355 -0.539940 -0.438663 -0.315 0.007 -0.329
H -1.610188 2.217020 -2.236047 -0.029 0.034 0.639
H -2.890602 3.457191 -0.093790 0.284 -0.869 0.483
H -4.356162 1.503614 0.617807 0.028 0.411 -0.494
H -0.720005 2.974121 -0.958480 -0.253 -0.145 0.099
H -1.123209 0.425412 0.201769 0.228 0.812 -0.124
H -1.181092 -1.264696 -1.280186 -0.053 0.594 -0.255
H 0.336329 1.095700 -0.551830 -0.114 -0.229 -0.280
H -3.922843 -0.416927 -2.935429 0.055 0.256 0.082
H -1.995406 -0.942252 -3.493918 0.730 0.493 -0.226
P -0.778444 1.036657 -4.046696 0.499 -1.795 -1.585
C -0.348794 2.687852 -4.745079 -0.643 0.761 0.300
C -1.392926 0.237524 -5.578068 0.531 0.343 -0.498
P 1.083482 -0.836894 -2.254241 -0.545 0.425 -0.184
C 0.891572 0.528712 -3.540346 0.551 0.268 0.260
C 0.906560 -2.262261 -3.374509 0.104 -0.581 0.053
C 2.981609 -0.730216 -2.249135 0.414 0.230 -0.717
H 0.690552 2.947137 -4.480775 -0.637 -0.117 0.140
H -1.037810 3.483653 -4.439271 0.253 -0.045 -0.140
H -0.401766 2.558225 -5.838765 -0.057 0.170 0.583
H -1.111004 0.826350 -6.451519 0.048 -0.262 -0.017
H -2.482630 0.202892 -5.560882 -0.006 -0.020 0.211
H -1.007669 -0.770576 -5.696554 -0.020 -0.159 0.083
H 3.338509 -0.344572 -3.214090 0.215 -0.174 0.087
H 3.430777 -1.725711 -2.092585 -0.278 0.267 0.103
H 3.360463 -0.030675 -1.483676 -0.307 -0.238 -0.126
H 1.343747 1.413249 -3.059625 -0.158 -0.069 -0.329
H 1.481710 0.310082 -4.443733 -0.083 0.133 0.253
H 1.494411 -3.095900 -2.978187 -0.170 0.033 -0.043
H 1.298673 -2.049922 -4.378780 -0.073 0.084 0.285
H -0.129193 -2.592599 -3.464701 0.000 0.023 0.043
C 2.864946 1.841081 3.968984 0.275 -0.047 0.441
C 2.368407 1.944870 2.545312 -0.668 -0.684 -1.037
O 1.881632 0.750351 1.982612 1.027 2.023 0.893
C 1.215016 2.994407 2.504047 -0.628 0.319 0.342
F 1.668053 4.266677 2.634625 -0.439 -0.857 -0.110
F 0.498802 2.923648 1.352154 0.368 0.160 0.572
F 0.316241 2.782683 3.524110 0.884 0.303 -1.075
C 3.514052 2.411210 1.607740 0.375 0.036 0.154
F 4.114033 3.559680 2.020413 -0.339 -1.107 -0.595
F 4.473785 1.432433 1.538165 -0.778 1.005 -0.041
F 3.036910 2.597167 0.345593 0.566 0.035 0.533
H 2.070684 1.443406 4.617379 0.423 0.175 -0.305
H 3.146141 2.850629 4.306260 -0.030 -0.391 0.082
H 3.747151 1.184385 4.023155 -0.345 0.237 -0.055
```
Positions in Å, forces in eV/Å.

(2)
Here is C15H44AuGeN2O2SbSeSi3 as an isolated structure from the Open Molecules 2025 dataset. Energies are from ωB97M-V/def2-TZVPD.

As for the gap between HOMO and LUMO: 7.92 eV. Its charge is 0. Its energy above the lowest of the compared OMol25 structures with the same formula, charge and spin is 0.408 eV. The calculation puts the HOMO energy at -7.78 eV.

Structure (XYZ):
```
70
Properties=species:S:1:pos:R:3:forces:R:3
Au 1.403813 -0.965911 -1.241513 0.066 -0.187 0.717
N 3.579805 -1.001213 -1.459409 0.086 0.269 -0.222
N 4.261704 -1.221700 -0.227462 -0.016 -0.271 -0.165
C 3.697649 -0.843594 1.061885 -0.025 -0.031 -0.120
O 4.547243 -0.759279 1.942114 0.235 0.073 0.142
O 2.454645 -0.708181 1.121126 -0.261 0.022 -0.059
H 3.861964 -1.724003 -2.112962 0.002 0.026 0.055
H 3.819788 -0.086273 -1.846439 0.076 -0.078 0.050
H 5.243396 -0.986246 -0.275054 -0.068 0.072 0.006
C -0.827180 2.587004 -1.982577 0.039 -0.079 0.028
Ge 0.508642 4.004207 -2.112591 -0.010 0.039 -0.017
C 0.427118 5.147412 -0.530564 -0.018 -0.025 0.009
C 0.182805 5.060806 -3.728890 0.023 0.001 0.014
C 2.271337 3.151085 -2.245870 0.042 0.085 -0.013
Se 2.728433 2.120442 -0.645143 -0.016 0.007 -0.074
C 3.652561 3.524475 0.325176 0.038 0.040 0.039
H -1.803590 3.001013 -1.732596 -0.056 0.017 0.022
H -0.543285 1.867192 -1.212622 -0.008 0.015 -0.047
H -0.915386 2.053736 -2.928330 0.000 -0.015 -0.065
H -0.537045 5.654604 -0.495094 -0.028 0.021 0.007
H 1.209433 5.905441 -0.541088 0.026 0.024 -0.019
H 0.528151 4.550332 0.375436 0.014 -0.021 0.020
H -0.792887 5.543076 -3.686283 -0.049 0.014 0.018
H 0.205362 4.422242 -4.611435 0.008 -0.023 -0.032
H 0.938306 5.836380 -3.848943 0.032 0.025 0.000
H 3.073930 3.867553 -2.423115 -0.005 0.017 -0.013
H 2.271895 2.457064 -3.088063 0.006 -0.041 0.030
H 2.979152 4.349412 0.547068 -0.001 -0.024 -0.022
H 4.507837 3.874533 -0.249180 -0.014 -0.003 0.008
H 3.998863 3.077731 1.255452 -0.004 -0.012 -0.020
C -2.603370 -3.442833 -1.880657 -0.015 0.130 -0.031
Si -2.831476 -1.819372 -0.967046 -0.040 -0.040 0.022
C -4.321071 -1.949713 0.168443 0.066 0.045 -0.031
C -3.094749 -0.451181 -2.215227 -0.075 -0.140 0.014
Sb -0.637985 -1.375182 0.252936 -0.127 -0.040 -0.331
Si -0.051832 -3.669077 1.228668 0.034 0.020 0.014
C 0.580622 -4.712796 -0.192499 -0.018 0.047 0.086
C 1.273542 -3.522771 2.529371 0.027 -0.087 -0.121
C -1.626821 -4.392115 1.955514 0.125 0.013 0.024
Si -0.920694 0.250963 2.214064 -0.057 0.042 -0.051
C 0.213096 -0.219601 3.612708 -0.136 0.049 -0.053
C -2.712727 0.073355 2.746146 0.087 0.037 0.048
C -0.586682 1.977956 1.587451 -0.071 -0.070 0.085
H -3.426225 -3.566503 -2.588454 -0.033 -0.037 -0.024
H -2.603296 -4.302836 -1.213207 0.001 -0.047 0.075
H -1.671741 -3.451095 -2.446331 0.046 0.013 -0.038
H -5.135712 -2.450249 -0.359045 -0.035 -0.012 -0.032
H -4.676208 -0.964705 0.469919 -0.006 0.041 0.022
H -4.109094 -2.517911 1.073154 0.028 -0.059 0.029
H -3.983747 -0.687592 -2.805727 -0.027 0.054 -0.043
H -2.246537 -0.369268 -2.892649 0.078 -0.009 -0.042
H -3.243924 0.519600 -1.746472 -0.005 0.073 0.070
H 1.499423 -4.274639 -0.583183 0.049 0.023 -0.011
H -0.129886 -4.794585 -1.013007 -0.062 -0.003 -0.024
H 0.810592 -5.718799 0.165910 0.006 -0.040 0.003
H 2.191458 -3.095620 2.122346 -0.047 0.014 -0.038
H 1.486194 -4.528789 2.901915 0.040 -0.023 0.032
H 0.981288 -2.904030 3.371903 -0.075 0.037 0.084
H -2.420188 -4.494744 1.216856 -0.039 -0.011 -0.080
H -2.004314 -3.769377 2.767600 -0.006 0.042 0.046
H -1.419330 -5.382088 2.367550 -0.012 -0.045 0.017
H -0.141680 -1.115207 4.123339 0.005 -0.041 0.004
H 0.195486 0.599921 4.336135 0.051 0.015 0.039
H 1.233517 -0.373013 3.266040 0.097 0.002 -0.058
H -2.961298 -0.959473 2.991724 0.009 -0.058 0.005
H -3.406299 0.412627 1.977868 -0.012 0.032 -0.056
H -2.883904 0.673769 3.642213 -0.024 0.046 0.043
H 0.331073 2.012386 1.000815 0.073 -0.022 -0.004
H -0.469560 2.652275 2.438990 -0.028 0.043 0.035
H -1.410386 2.342983 0.970920 0.009 0.003 -0.001
```
Positions in Å, forces in eV/Å.

(3)
Here is C8H24AgFO8 as an isolated structure from the Open Molecules 2025 dataset. Energies are from ωB97M-V/def2-TZVPD.

As for the gap between HOMO and LUMO: 5.32 eV. Its charge is 0. Its energy above the lowest of the compared OMol25 structures with the same formula, charge and spin is 4.682 eV. The calculation puts the HOMO energy at -6.89 eV.

Structure (XYZ):
```
42
Properties=species:S:1:pos:R:3:forces:R:3
Ag -5.347527 7.687835 24.408933 -0.082 -1.048 0.294
F -5.248093 4.702101 26.346616 0.006 0.918 -0.716
C -3.174192 11.533015 27.091858 0.890 -0.492 0.464
C -2.183164 12.112665 28.101247 -0.035 -0.294 0.304
O -0.857341 11.574996 27.953656 -0.790 0.479 -0.180
O -3.168645 10.064873 27.156318 -0.380 1.906 -0.633
H -2.927929 11.901054 26.095874 0.361 -0.724 -0.220
H -4.137354 12.009748 27.273861 -0.399 -0.439 0.352
H -2.544694 11.914468 29.110262 -0.022 -0.501 0.209
H -2.222809 13.201764 28.081323 0.273 0.224 -0.530
H -0.237826 12.304471 28.028876 0.058 -0.041 0.005
H -3.673774 9.832688 27.938954 -0.022 -0.163 0.150
C -8.453314 12.857165 24.235286 -0.612 -0.007 1.574
C -8.138271 11.765065 23.254354 0.522 0.103 0.011
O -6.882474 11.212501 23.589513 0.471 -0.991 0.060
O -8.773731 12.322343 25.568967 -0.012 -0.292 -1.366
H -9.272176 13.467145 23.853837 -0.088 0.146 0.094
H -7.560626 13.457327 24.411421 0.055 0.292 -0.557
H -8.068018 12.161103 22.241279 -0.268 0.369 -0.084
H -8.873081 10.961644 23.202558 -0.019 0.030 0.414
H -6.192660 11.814380 23.300561 0.000 0.049 0.012
H -9.045226 13.041756 26.143704 0.014 0.143 -0.125
C -6.162556 5.630002 20.922675 -0.958 0.161 0.472
C -4.737568 5.543773 21.361034 1.327 0.948 1.105
O -4.135567 6.855231 21.571428 -0.456 -0.265 0.031
O -7.003273 6.288288 21.931046 1.300 -0.280 -0.465
H -6.521749 4.613833 20.759940 -0.088 -0.072 -0.072
H -6.221266 6.187303 19.987767 -0.070 0.060 -0.118
H -4.071783 5.005773 20.686216 -0.510 -0.218 -0.413
H -4.586738 5.062200 22.327178 -0.548 -0.185 0.069
H -3.773921 7.148712 20.731970 -0.012 0.176 0.003
H -7.928321 6.148623 21.715661 0.031 -0.121 -0.088
C -10.061204 7.415437 26.337066 -0.479 0.698 -0.858
C -10.254777 5.888612 26.565515 0.240 1.135 -0.373
O -10.236340 5.481365 27.906844 0.223 -0.052 0.103
O -8.800673 7.964982 26.653745 1.247 -0.878 0.425
H -10.766015 8.111898 26.791238 -0.811 -0.722 0.588
H -10.216720 7.611437 25.276159 -0.218 -0.457 -0.513
H -9.513446 5.361038 25.965354 0.495 -0.023 0.547
H -11.189280 5.557672 26.112452 -0.377 0.462 -0.213
H -11.076646 5.763955 28.275106 0.021 -0.032 0.250
H -8.791922 8.909380 26.481626 -0.279 0.001 -0.011
```
Positions in Å, forces in eV/Å.